[1]
6 unconnected molecules or ions with the total composition C26H36Cl15FNO6S2, computed with ωB97M-V with the def2-TZVPD basis set.

Max |F|: 2.41 eV/Å
Highest occupied orbital energy: -11.44 eV
Charge: +1

Last column: Löwdin charge in e.
Atoms and positions in Å:
C  0.07687  4.50104  -2.91193  -0.10
C  0.07802  2.99589  -3.23602  -0.24
C  -0.69890  2.12364  -2.24877  -0.14
O  0.06524  1.39559  -1.26429  -0.10
N  0.74070  2.14923  -0.32287  -0.38
S  0.00210  3.59773  0.42819  1.17
C  -1.70160  3.14970  0.80273  -0.32
C  -2.61740  4.24513  0.24841  -0.56
O  -2.34813  5.39356  0.36592  0.17
O  -3.72062  3.82621  -0.40893  0.01
C  -4.64102  3.07081  0.40195  -0.08
C  -4.76679  1.60520  -0.06619  -0.30
C  -4.25995  0.65455  1.05093  0.00
O  -6.11992  1.30889  -0.40081  0.00
C  -6.24993  0.56042  -1.53290  -0.53
O  -5.74710  0.88811  -2.56263  0.15
C  -7.09910  -0.69210  -1.49310  -0.43
S  -6.95778  -1.70626  0.00872  0.74
C  2.15623  2.56074  -0.65419  -0.16
O  2.78533  1.33441  -0.91273  -0.07
C  2.21313  0.32976  -0.01902  -0.20
C  1.97297  -1.08340  -0.53715  -0.30
C  3.10039  -1.90288  -0.55868  -0.06
C  3.02791  -3.23113  -0.95929  -0.06
C  1.82727  -3.80132  -1.32414  -0.06
C  0.68744  -2.99655  -1.31841  -0.07
C  0.75059  -1.66000  -0.95993  -0.18
C  1.11722  1.12426  0.74840  -0.19
C  0.00008  0.38397  1.46819  -0.08
C  0.12657  0.58637  2.97706  -0.19
F  -0.60425  1.67549  3.42414  -0.04
H  -0.92854  4.87091  -2.70493  0.08
H  0.44946  5.07233  -3.76247  0.08
H  0.74244  4.75376  -2.08885  0.04
H  1.12735  2.70171  -3.29537  0.06
H  -0.30888  2.90406  -4.24800  0.10
H  -1.51521  2.71830  -1.83257  0.11
H  -1.18102  1.34072  -2.83232  0.14
H  -1.91121  3.03786  1.86465  0.10
H  -1.93881  2.24402  0.24955  0.06
H  -5.64055  3.50382  0.35592  0.15
H  -4.34894  3.12705  1.45038  0.13
H  -4.06831  1.50223  -0.89665  0.14
H  -4.37822  1.08513  2.04397  0.09
H  -3.21537  0.42500  0.84485  0.06
H  -4.83921  -0.26448  1.03114  0.04
H  -6.74500  -1.31500  -2.30735  0.08
H  -8.15127  -0.46936  -1.66127  0.09
H  -7.08867  -0.80279  0.99237  -0.13
H  2.67719  3.02500  0.18660  0.15
H  2.25152  3.24902  -1.49071  0.12
H  3.01321  0.15643  0.70760  0.14
H  4.07061  -1.51428  -0.26826  0.13
H  3.90911  -3.86047  -0.98737  0.11
H  1.75505  -4.84214  -1.60496  0.04
H  -0.26360  -3.43884  -1.58612  0.12
H  -0.16736  -1.08783  -0.95538  0.10
H  1.66894  1.72814  1.46235  0.14
H  -0.99772  0.62793  1.11784  0.10
H  0.12146  -0.69106  1.33441  0.12
H  1.16944  0.69699  3.27558  0.11
H  -0.26913  -0.31341  3.44747  0.10
C  2.04378  -0.46886  -4.75992  -1.47
Cl  1.43865  0.95956  -5.60441  0.56
Cl  1.65046  -0.41252  -3.02417  0.80
Cl  1.41110  -1.93799  -5.49761  0.57
H  3.11919  -0.48232  -4.84287  -0.05
C  2.99285  -1.43052  4.91244  -1.53
Cl  4.23070  -2.23296  5.86139  0.56
Cl  3.11335  -1.88760  3.20197  0.54
Cl  1.37297  -1.78923  5.52347  0.51
H  3.14978  -0.36227  4.98632  0.01
C  2.41553  -8.10780  -0.14464  -1.54
Cl  1.78124  -7.41474  -1.64179  0.55
Cl  3.57699  -7.00777  0.60268  0.52
Cl  1.10675  -8.48646  0.97012  0.54
H  2.92937  -9.02733  -0.39144  0.01
C  2.26395  -4.73121  9.10649  -1.54
Cl  1.31094  -6.21025  9.20802  0.53
Cl  3.95642  -5.09870  8.76925  0.52
Cl  1.61071  -3.64509  7.87433  0.47
H  2.21151  -4.22871  10.06316  0.01
C  4.77611  2.23286  -4.16817  -1.54
Cl  6.45077  2.47394  -3.68713  0.56
Cl  3.94802  3.78210  -4.36915  0.54
Cl  4.67250  1.26881  -5.64525  0.57
H  4.27200  1.68726  -3.37787  -0.01

[2]
A molecular structure, C5H5EuO6, computed with ωB97M-V with the def2-TZVPD basis set.

Energy above the lowest of the compared OMol25 structures with the same formula, charge and spin: 20.3 kcal/mol
Max |F|: 5.43 eV/Å
Highest occupied orbital energy (spin up / spin down): -16.85 / -18.08 eV
Expectation value of S²: 20.0173
Multiplicity: 9
Charge: +2

Last column: Löwdin charge in e.
Atoms and positions in Å:
O  -1.57587  0.22247  -0.22601  -0.14
C  1.32619  5.08181  0.29547  -0.34
C  -1.74473  -0.97061  -0.50768  -0.32
O  1.89659  5.96588  0.74302  0.34
O  0.77383  4.18271  -0.20793  0.02
C  -2.47238  -1.88311  0.31764  0.25
Eu  -0.07037  1.94908  -0.87261  1.83
H  -2.82352  -2.81474  -0.12855  0.12
H  -2.76553  -1.53228  1.30860  0.12
C  -0.44400  -1.95305  -0.70636  -0.04
O  0.59717  -1.82082  0.26922  0.12
C  1.41071  -0.80518  0.27274  -0.58
O  1.25317  0.22123  -0.38940  -0.12
O  2.39350  -0.99153  1.09582  0.27
H  -0.04838  -1.64486  -1.68474  0.14
H  -0.61360  -3.02777  -0.79869  0.15
H  2.90722  -0.17923  1.21946  0.17

[3]
2 unconnected molecules or ions with the total composition C32H23F5N3O2, computed with ωB97M-V with the def2-TZVPD basis set.

Max |F|: 3.35 eV/Å
Highest occupied orbital energy: -9.26 eV
Charge: +1

Last column: Löwdin charge in e.
Atoms and positions in Å:
C  1.79182  3.59303  -3.01622  0.03
N  2.57661  2.83067  -2.05416  0.00
C  3.95425  2.76745  -2.05310  0.02
C  4.33828  2.05119  -0.97007  0.03
N  3.20400  1.65930  -0.26991  0.10
C  3.27280  0.96002  0.98505  -0.06
C  3.92772  -0.26893  1.06519  -0.12
F  4.56060  -0.76708  -0.01225  0.13
C  3.89853  -0.99945  2.24317  -0.11
F  4.51473  -2.19089  2.31039  0.14
C  3.19550  -0.52345  3.34077  -0.11
F  3.07958  -1.27848  4.44479  0.15
C  2.55033  0.70241  3.27236  -0.12
F  1.75885  1.09686  4.28338  0.14
C  2.61545  1.45630  2.11189  -0.14
F  1.99402  2.64813  2.06266  0.14
C  2.10099  2.12646  -0.97602  -0.03
C  0.69939  1.98442  -0.64566  -0.31
C  0.32938  1.05054  0.37429  -0.02
C  -0.83208  1.11435  1.06828  0.04
C  -1.10645  0.29144  2.21309  -0.21
C  -2.06559  0.68708  3.15770  -0.01
C  -2.28020  -0.05801  4.29136  -0.06
C  -1.55092  -1.21117  4.51471  -0.06
C  -0.60541  -1.62395  3.59502  -0.07
C  -0.38311  -0.88683  2.45984  -0.04
O  -0.14724  2.67795  -1.22474  0.09
H  0.73652  3.35535  -2.90512  0.09
H  1.93066  4.65599  -2.84061  0.11
H  2.10658  3.36097  -4.02971  0.10
H  4.59020  3.23712  -2.78509  0.15
H  5.34992  1.83295  -0.66701  0.15
H  1.07021  0.34228  0.68807  0.09
H  -1.52057  1.89901  0.80951  0.14
H  -2.59263  1.61397  3.01306  0.12
H  -3.00445  0.26536  5.02097  0.11
H  -1.72460  -1.79696  5.40201  0.11
H  -0.02889  -2.51706  3.77770  0.11
H  0.35685  -1.21767  1.75262  0.11
C  1.88615  -1.36712  -4.13675  -0.09
C  1.23663  -0.15088  -4.18602  -0.09
C  -0.00131  -0.00908  -3.59971  -0.03
C  -0.60141  -1.07684  -2.94445  -0.15
C  -1.91803  -0.87182  -2.28696  -0.41
C  -2.31415  -1.72342  -1.24643  -0.05
N  -3.49431  -1.58700  -0.52116  -0.02
C  -4.27881  -0.46697  -0.61803  -0.01
C  -5.43900  -0.34300  0.09017  -0.04
C  -5.84419  -1.37468  0.91474  -0.07
C  -5.05711  -2.50423  1.03604  -0.05
C  -3.89114  -2.59477  0.32878  -0.02
O  -2.63289  0.06354  -2.68062  -0.01
C  0.05070  -2.30674  -2.93020  -0.03
C  1.29089  -2.44284  -3.51117  -0.08
H  2.86310  -1.47326  -4.57776  0.10
H  1.69551  0.68460  -4.68705  0.09
H  -0.52018  0.93501  -3.62123  0.11
H  -1.69240  -2.55647  -0.98028  0.09
H  -3.94710  0.31921  -1.27072  0.11
H  -6.03978  0.54684  -0.00428  0.12
H  -6.76280  -1.29539  1.47220  0.11
H  -5.36273  -3.30889  1.68503  0.12
H  -3.26844  -3.46732  0.41211  0.13
H  -0.42209  -3.15927  -2.47452  0.11
H  1.80324  -3.38990  -3.46995  0.11

[4]
A single C20H27N9O3 molecule, computed with ωB97M-V with the def2-TZVPD basis set.

SMILES string: CCCN(CCC)Cc1c(C(=O)N/N=C/C(C)=C\c2ccco2)nnn1-c1nonc1N
Energy above the lowest of the compared OMol25 structures with the same formula, charge and spin: 0.7 kcal/mol
Max |F|: 2.02 eV/Å
Highest occupied orbital energy: -7.71 eV

Last column: Löwdin charge in e.
Atoms and positions in Å:
C  -2.04216  4.02306  2.82613  -0.10
C  -1.70571  3.00554  1.74356  -0.24
C  -0.58046  3.52858  0.83313  -0.19
N  0.02155  2.58613  -0.08696  -0.16
C  -0.88713  1.83661  -0.93212  -0.21
C  -1.62501  2.74032  -1.92145  -0.24
C  -0.65179  3.49059  -2.82081  -0.10
C  1.16909  1.85011  0.39915  -0.10
C  0.83708  0.79175  1.39860  -0.08
C  0.37587  -0.50966  1.23024  -0.13
C  0.26225  -1.30870  -0.00574  -0.40
O  0.66802  -0.91600  -1.08457  0.07
N  -0.32010  -2.51520  0.24164  0.05
N  -0.60117  -3.55155  -0.57518  0.08
C  -0.43916  -3.49375  -1.84570  -0.08
C  -0.76044  -4.65978  -2.62916  -0.25
C  -1.17250  -5.88292  -1.86805  -0.06
C  -0.69541  -4.68328  -3.98079  0.02
C  -0.35454  -3.64108  -4.90056  -0.27
C  -0.25330  -3.73254  -6.27479  -0.02
C  0.09942  -2.45058  -6.73859  -0.06
C  0.18624  -1.66466  -5.62766  -0.11
O  -0.08495  -2.36968  -4.52261  0.03
N  0.08479  -1.02151  2.45257  0.08
N  0.32930  -0.15475  3.34619  0.05
N  0.79349  0.96411  2.75115  0.01
C  1.15872  2.03375  3.53410  -0.19
N  1.77017  3.11333  3.13528  0.13
O  1.94233  3.87928  4.21529  -0.07
N  1.44330  3.29541  5.33187  0.12
C  0.94050  2.14169  4.96446  -0.34
N  0.29435  1.26292  5.74131  0.15
H  -2.35570  4.96267  2.37729  0.08
H  -1.17668  4.22235  3.45507  0.06
H  -2.84767  3.65767  3.45919  0.07
H  -1.41735  2.06207  2.21100  0.09
H  -2.59822  2.80944  1.14614  0.10
H  -0.98391  4.35725  0.24188  0.12
H  0.22350  3.93477  1.45130  0.10
H  -1.62388  1.25789  -0.34933  0.12
H  -0.28863  1.12232  -1.50017  0.10
H  -2.25655  3.45085  -1.38593  0.09
H  -2.27944  2.11078  -2.52803  0.11
H  0.02912  4.08612  -2.21911  0.07
H  -0.06365  2.78843  -3.40653  0.07
H  -1.18706  4.14777  -3.50238  0.07
H  1.63604  1.35874  -0.45894  0.13
H  1.87106  2.55987  0.84327  0.11
H  -0.54612  -2.70898  1.21231  0.13
H  -0.06723  -2.61672  -2.36081  0.10
H  -1.41246  -6.70355  -2.53819  0.07
H  -2.03824  -5.65480  -1.25035  0.08
H  -0.37133  -6.18821  -1.19815  0.08
H  -0.93492  -5.61218  -4.48256  0.12
H  -0.41020  -4.61208  -6.86539  0.11
H  0.26472  -2.15122  -7.75322  0.10
H  0.42461  -0.62735  -5.49870  0.12
H  0.33203  1.38929  6.73649  0.11
H  0.11491  0.35204  5.34338  0.07